The following is a DFT calculation (wB97M-V/def2-TZVPD) of a molecular structure, C14H26Br12FN3O4PS.

The geometry in ORCA input format:
```
! RIJCOSX wB97M-V def2-TZVPD def2/J DEFGRID3
* xyz 1 1
C 4.05 0.93 0.32
C 3.19 1.86 1.13
O 3.23 2.00 2.31
O 2.25 2.54 0.35
C 0.93 2.43 0.87
C 0.41 1.02 0.58
N 0.73 0.73 -0.87
C 0.28 -0.61 -1.38
C -0.60 -1.33 -0.36
P -1.43 -2.76 -1.22
N -0.62 -4.09 -1.23
N -1.62 -0.40 0.15
C -1.07 0.70 0.97
C -2.01 1.89 0.75
S -2.21 3.19 1.98
O -2.27 4.41 1.24
O -3.25 2.83 2.89
C -1.04 0.14 2.40
C -2.38 -0.19 3.02
F -0.30 1.02 3.19
H 5.10 1.09 0.54
H 3.75 -0.08 0.61
H 3.89 1.08 -0.75
H 0.92 2.61 1.95
H 0.33 3.21 0.40
H 1.05 0.33 1.15
H 1.75 0.76 -0.93
H 0.42 1.49 -1.48
H -0.28 -0.47 -2.31
H 1.15 -1.21 -1.62
H -0.01 -1.78 0.45
H -1.77 -2.25 -2.48
H -2.67 -2.83 -0.56
H 0.29 -4.04 -0.79
H -2.06 0.01 -0.67
H -3.02 1.52 0.57
H -1.70 2.43 -0.15
H -1.04 3.19 2.66
H -0.46 -0.79 2.35
H -3.18 0.47 2.74
H -2.65 -1.20 2.71
H -2.27 -0.22 4.11
C 4.66 -3.39 0.88
Br 2.96 -2.90 0.06
Br 6.00 -3.66 -0.45
Br 5.19 -2.12 2.21
H 4.48 -4.34 1.38
C -1.77 -6.71 -4.53
Br -2.86 -7.78 -5.69
Br -0.45 -5.72 -5.53
Br -2.84 -5.57 -3.40
H -1.23 -7.38 -3.88
C 0.66 -0.71 -5.60
Br 1.28 0.90 -4.72
Br 1.74 -1.15 -7.11
Br 0.54 -2.16 -4.35
H -0.34 -0.50 -5.96
C -2.38 6.63 4.12
Br -2.91 5.75 5.75
Br -3.53 8.10 3.70
Br -0.53 7.17 4.18
H -2.47 5.92 3.32
*
```

As for the total energy: -890941.123 eV.

The following is a DFT calculation (wB97M-V/def2-TZVPD) of a molecular structure, C9H17N2OPb.

The geometry in ORCA input format:
```
! RIJCOSX wB97M-V def2-TZVPD def2/J DEFGRID3
* xyz 1 1
Pb 1.39 -3.04 7.54
C -2.77 -2.10 3.18
O -1.85 -1.78 4.16
H -2.89 -1.31 2.44
H -2.49 -2.96 2.57
H -3.77 -2.33 3.56
C 0.55 4.10 1.35
C 1.99 3.46 1.08
C 2.13 2.11 1.82
C 2.35 2.20 3.33
N 2.45 2.29 4.49
H 0.30 5.01 0.81
H 0.66 4.47 2.37
H -0.19 3.32 1.18
H 2.81 4.11 1.40
H 2.12 3.25 0.02
H 3.12 1.74 1.53
H 1.40 1.39 1.46
C -2.02 -2.31 -3.41
C -0.97 -1.29 -3.98
C 0.36 -2.07 -4.26
C 1.15 -2.34 -3.04
N 1.70 -2.51 -2.04
H -2.61 -2.46 -4.31
H -2.60 -1.90 -2.59
H -1.59 -3.24 -3.04
H -0.67 -0.63 -3.17
H -1.21 -0.61 -4.80
H 0.97 -1.53 -4.98
H 0.17 -3.05 -4.70
*
```

As for the total energy: -19867.810 eV.

The following is a DFT calculation (wB97M-V/def2-TZVPD) of 2 unconnected molecules or ions with the total composition C6H14O3.

The geometry in ORCA input format:
```
! RIJCOSX wB97M-V def2-TZVPD def2/J DEFGRID3
* xyz 0 1
O -3.04 0.25 -0.55
C -1.90 0.57 -0.86
C -1.20 -0.04 -2.05
C -1.12 1.60 -0.08
H -1.85 -0.78 -2.55
H -0.27 -0.55 -1.73
H -0.93 0.74 -2.78
H -0.20 1.15 0.33
H -0.84 2.44 -0.73
H -1.72 1.98 0.76
O -0.23 -1.52 1.44
O -2.82 -0.82 2.45
C -0.75 -2.84 1.59
C -3.09 -2.23 2.35
C -2.24 -2.93 1.31
H -0.82 -0.94 1.96
H -3.14 -0.40 1.62
H -0.19 -3.47 0.87
H -0.54 -3.23 2.60
H -4.17 -2.39 2.17
H -2.86 -2.63 3.36
H -2.45 -2.51 0.30
H -2.54 -4.00 1.29
*
```

As for the total energy: -12591.317 eV. The structure (SMILES) is CC(C)=O.OCCCO.

The following is a DFT calculation (wB97M-V/def2-TZVPD) of a molecular structure, C26H44BrN3P2PtS.

The geometry in ORCA input format:
```
! RIJCOSX wB97M-V def2-TZVPD def2/J DEFGRID3
* xyz 2 3
N -6.47 4.67 -6.03
C -6.37 5.09 -4.76
C -5.50 4.47 -3.83
C -4.75 3.33 -4.18
C -4.85 2.95 -5.54
C -5.73 3.63 -6.41
C -3.84 2.66 -3.25
Pt 0.30 -0.11 -0.46
P 4.54 -0.57 -1.17
C -2.78 1.89 -3.62
C -1.48 1.98 -3.02
C -0.36 1.37 -3.67
C 0.88 1.31 -3.02
C 0.76 1.47 -1.62
C -0.07 2.51 -1.10
C -1.28 2.66 -1.78
Br 1.64 -1.53 1.37
H -4.04 2.85 -2.20
H -2.87 1.26 -4.50
H -5.42 4.92 -2.84
H -4.25 2.15 -5.96
H -7.00 5.95 -4.47
H -5.84 3.31 -7.46
H -0.55 0.94 -4.66
H -2.11 3.18 -1.30
H 1.82 1.08 -3.53
H 0.12 3.09 -0.19
P -0.54 -2.04 -1.18
C 3.69 0.83 -0.39
C 4.37 2.21 -0.48
H 3.56 0.56 0.67
H 2.69 0.85 -0.89
H 3.79 2.96 0.07
H 5.37 2.22 -0.04
H 4.48 2.57 -1.50
C 3.81 -1.00 -2.76
C 4.71 -1.97 -3.54
H 3.71 -0.05 -3.32
H 2.81 -1.42 -2.56
H 4.28 -2.18 -4.52
H 5.71 -1.55 -3.70
H 4.84 -2.94 -3.03
C 4.50 -2.09 -0.17
C 5.37 -1.84 1.07
H 4.92 -2.93 -0.73
H 3.45 -2.29 0.10
H 5.35 -2.68 1.76
H 6.40 -1.68 0.78
H 5.07 -0.96 1.64
C -0.79 -3.43 0.02
C -1.60 -4.62 -0.51
H -1.27 -3.01 0.92
H 0.22 -3.74 0.32
H -2.68 -4.41 -0.51
H -1.31 -4.92 -1.53
H -1.43 -5.47 0.15
C 0.43 -2.87 -2.49
C -0.15 -2.72 -3.90
H 0.56 -3.92 -2.20
H 1.43 -2.41 -2.45
H -1.11 -3.24 -4.00
H -0.28 -1.66 -4.17
H 0.56 -3.16 -4.61
C -2.22 -1.59 -1.79
C -3.14 -1.18 -0.63
H -2.66 -2.41 -2.38
H -2.07 -0.74 -2.47
H -4.05 -0.71 -1.04
H -3.45 -2.05 -0.02
H -2.65 -0.44 0.03
N -0.95 0.49 2.88
C 0.23 1.10 2.79
N 0.86 1.42 3.95
S 1.00 1.54 1.32
H -1.37 0.38 3.80
H -1.40 0.11 2.06
H 1.84 1.68 3.89
H 0.60 0.93 4.80
*
```

As for the expectation value of S²: 2.139. As for the total energy: -134830.773 eV.